one:
{
  "formula": "C2H7N3S",
  "method": "ωB97M-V/def2-TZVPD",
  "elements": ["S", "N", "N", "N", "C", "C", "H", "H", "H", "H", "H", "H", "H"],
  "positions_angstrom": [[3.331, -0.063, -0.219], [1.570, -0.242, -0.031], [-0.873, -0.197, -0.073], [-0.330, 1.022, -0.007], [-2.301, -0.226, -0.218], [0.919, 0.961, -0.180], [3.434, -0.296, 1.194], [-0.414, -0.789, 0.735], [1.162, -1.000, -0.507], [-2.548, 0.189, -1.204], [-2.834, 0.094, 0.795], [1.553, 1.853, -0.012], [-2.668, -1.306, -0.272]],
  "lowdin_charge": [0.694, -0.405, -0.231, -0.028, -0.141, -0.369, -0.086, 0.165, 0.042, 0.074, 0.106, 0.097, 0.080]
}



two:
{
  "formula": "C2H7N3S",
  "method": "ωB97M-V/def2-TZVPD",
  "elements": ["S", "N", "N", "N", "C", "C", "H", "H", "H", "H", "H", "H", "H"],
  "positions_angstrom": [[-0.243, -0.622, -0.894], [0.772, 2.112, -0.152], [0.884, 1.538, 1.098], [-0.318, -0.514, 0.767], [0.242, 0.410, 1.453], [-1.007, -2.177, -1.043], [-0.099, 1.956, -0.562], [1.090, 2.208, 1.830], [0.235, 0.258, 2.549], [-1.990, -2.125, -0.535], [-1.118, -2.378, -2.092], [1.423, 1.654, -0.777], [-0.431, -2.965, -0.557]],
  "lowdin_charge": [0.777, 0.006, -0.096, -0.319, -0.348, -0.455, 0.020, 0.127, 0.123, 0.044, 0.021, 0.065, 0.034]
}



two has the most favorable energy; the next structure is 28.0 kcal/mol above.